{
  "formula": "C40H52N4O12Se2SiSn",
  "method": "ωB97M-V with the def2-TZVPD basis set",
  "total_charge": -2,
  "total_energy_ev": -217267.8097,
  "elements": ["C", "H", "H", "C", "C", "C", "H", "C", "H", "C", "O", "H", "C", "H", "O", "H", "C", "H", "C", "H", "C", "C", "H", "C", "H", "N", "H", "H", "H", "H", "H", "H", "O", "O", "H", "C", "N", "H", "O", "O", "H", "O", "H", "O", "C", "C", "C", "O", "H", "C", "C", "C", "H", "H", "H", "H", "H", "N", "C", "C", "C", "H", "H", "C", "H", "Se", "Si", "C", "C", "H", "Se", "C", "H", "C", "N", "C", "H", "C", "H", "C", "H", "H", "H", "H", "H", "H", "H", "C", "H", "C", "H", "C", "C", "H", "C", "H", "H", "C", "H", "O", "C", "H", "Sn", "H", "O", "C", "O", "C", "H", "H", "H", "C"],
  "xyz": [[4.19648, 0.42662, 2.77817], [2.37389, -0.63006, -6.02875], [1.55140, -1.08097, 2.12858], [4.49695, 1.86887, 2.38010], [0.52747, 5.82361, -0.25279], [-3.79622, -1.33890, -1.52445], [2.62351, 5.67543, -0.76668], [3.50613, -3.72517, 1.45473], [1.62087, 1.53679, -7.01019], [2.01963, -4.12112, -4.00775], [2.59702, -6.40686, -4.17232], [6.03856, 2.10949, 3.86513], [1.60191, -2.94154, -4.60180], [-2.63772, 0.53957, 3.47616], [-2.09414, 2.15024, -1.66198], [1.40849, -2.93617, -5.66641], [2.26340, -4.09460, -2.64421], [0.60019, 6.81151, 0.18468], [2.20232, -5.42329, -4.82883], [5.12108, -0.05390, 3.11228], [-1.11044, -3.06255, 1.25166], [-1.92551, 3.00926, -0.84251], [-5.43191, -0.54672, -2.69181], [5.60013, 1.83172, 1.30332], [-3.96540, -3.14768, -0.35167], [-0.03676, 0.12290, -3.82052], [-5.86600, 2.28737, 1.25256], [3.07113, 3.48982, 2.56226], [4.46852, 2.78517, -1.27934], [-4.98557, -1.82161, 0.22075], [-0.22668, 2.78285, -5.86284], [3.75335, 1.88180, 4.74235], [-1.03421, 0.46886, 0.76300], [4.24419, 2.72041, 4.70912], [-0.32920, -3.71548, 1.64727], [2.02909, -1.87908, 1.57745], [0.34813, 3.29295, -1.34044], [3.76127, -4.48712, -0.53277], [3.84520, 3.60934, -1.45284], [-2.77152, 3.24173, 0.15848], [-3.66662, 1.75983, 4.24423], [-2.74055, -1.37161, 1.83389], [-2.58766, -1.34628, -3.30645], [2.50801, 2.10876, -2.46042], [3.26536, 2.66759, 1.87327], [-3.19250, -2.04852, -2.73091], [1.14648, 1.13783, -6.12148], [3.26920, 0.29494, 3.86749], [-3.97427, -2.46144, -3.37292], [-0.70901, 3.87950, -0.81464], [-4.59859, -2.31815, -0.67087], [2.86882, -2.76780, 2.22340], [3.49903, 3.08767, 0.89941], [-3.45385, -3.76375, 2.48622], [-0.07271, -2.30943, 3.64030], [-5.18554, 0.27744, -1.13635], [5.89611, 2.86229, 1.08744], [1.78565, -1.90423, 0.26913], [3.25974, -3.76639, 0.09553], [2.68097, 3.12615, -1.83186], [-0.87300, -1.63544, 3.32853], [-5.77968, 2.59585, 2.99451], [-1.57067, 5.56396, 0.19575], [5.10165, 2.61155, 3.58165], [-1.40425, -1.29883, 4.22228], [5.15582, 0.94730, -0.40538], [-2.46775, -0.19991, 0.69805], [-1.84164, -2.33509, 2.37870], [-4.68018, -0.18365, -1.98606], [-1.21331, 1.79600, -3.80356], [1.47213, 1.82930, 1.72192], [-5.24552, 0.02422, 2.72796], [6.47718, 1.33065, 1.72183], [-0.42857, 1.28189, -4.34331], [1.62381, -1.79650, -2.49917], [1.56392, -0.06595, -5.58674], [-2.55850, 2.21462, 2.93059], [0.12743, 1.83104, -5.48843], [3.84295, -0.10488, 1.89449], [1.40585, -1.81365, -3.81299], [-4.69036, -0.90978, 2.78739], [3.04655, -2.66052, 3.28463], [-4.57473, 3.30622, 1.92395], [2.58031, -5.01733, -2.17889], [4.20165, -4.42446, 1.90257], [-5.43968, -2.71727, -1.24313], [-2.10081, -4.11787, 3.58011], [1.64834, 5.21085, -0.78882], [-2.54170, -2.85931, -2.39993], [-2.71238, -3.32000, 3.15277], [5.35593, 3.63216, 3.27771], [2.07426, -2.91436, -1.93208], [-5.18466, 2.42111, 2.09591], [-4.06601, 0.57182, -2.47148], [-0.67822, 5.14354, -0.24515], [-3.28451, 2.40743, 0.25387], [-0.64151, -2.35456, 0.56727], [-3.22955, 1.43551, 3.29670], [-6.06380, -0.09606, 2.01393], [-3.76476, 0.84463, 0.99260], [-4.33175, 1.16404, 2.27937], [-5.67300, 0.25313, 3.70721], [0.71044, 0.47322, -0.57348], [-3.23325, -2.80748, 3.96414], [1.91371, -5.32740, -6.03714], [0.94899, -0.53601, -4.42853], [-2.68425, -0.84691, -0.78956], [2.37967, -2.84832, -0.47443], [-1.81508, -3.66682, 0.67689], [2.41206, 0.59530, 3.50088], [-0.43691, -0.75899, 2.84933], [1.51031, 3.93410, -1.31668]]
}